Molecular formula: C5H16N2O
Method: DFT, the ωB97M-V functional and the def2-TZVPD basis

Each atom is followed by the atoms it is bonded to, with distances in Å.
Atoms and positions in Å:
1 N 2.856 -1.749 0.748  H8 1.026, H23 1.026
2 C 0.552 0.370 -1.245  C3 1.529, C4 1.540, H9 1.098, H10 1.097
3 C 2.012 0.187 -1.661  C2 1.529, H11 1.103, H12 1.102, H13 1.099
4 C 0.147 -0.736 -0.254  C2 1.540, N5 1.481, H14 1.095, H15 1.102
5 N -1.289 -0.751 0.105  C4 1.481, C6 1.465, H16 1.079
6 C -1.470 -0.228 1.462  N5 1.465, C7 1.562, H17 1.092, H18 1.124
7 C -0.940 1.210 1.763  C6 1.562, H19 1.085, H20 1.083, H21 1.105
8 H 3.537 -1.367 1.414  N1 1.026
9 H -0.194 0.427 -2.050  C2 1.098
10 H 0.376 1.311 -0.711  C2 1.097
11 H 2.273 0.978 -2.384  C3 1.103
12 H 2.598 0.313 -0.737  C3 1.102
13 H 2.157 -0.843 -2.017  C3 1.099
14 H 0.748 -0.637 0.656  C4 1.095
15 H 0.500 -1.734 -0.561  C4 1.102
16 H -1.745 0.006 -0.514  N5 1.079
17 H -2.524 -0.313 1.734  C6 1.092
18 H -0.918 -0.954 2.119  C6 1.124
19 H -1.086 1.920 0.956  C7 1.085
20 H 0.109 1.139 2.019  C7 1.083
21 H -1.511 1.527 2.654  C7 1.105
22 H -2.950 2.046 -1.248  O24 0.953
23 H 3.163 -2.712 0.575  N1 1.026
24 O -2.207 1.491 -1.028  H22 0.953

The total charge is -1. As for the multiplicity: 2. The value obtained for the calculated total energy is -384.73758 a.u. Its expectation value of S² is 0.75.

Atomic partial charges in e from the natural (NBO) method, atoms 1 to 5:
1 N -0.565
2 C -0.430
3 C -0.610
4 C -0.212
5 N -0.708